No. 1
The following is a quantum chemistry calculation of C16H11BrCl2IN2PtS2 as an isolated structure, from OMol25.

```
! wB97M-V def2-TZVPD RIJCOSX def2/J DEFGRID3
* xyz 3 5
Pt -0.864 -0.812 0.544
Cl 1.515 -1.474 0.304
C 2.007 -1.855 1.958
C 3.312 -2.187 2.153
C 3.720 -2.549 3.453
C 2.831 -2.571 4.508
C 1.502 -2.231 4.299
Cl 0.416 -2.271 5.601
C 1.035 -1.849 2.996
S -0.594 -1.452 2.808
H 4.021 -2.190 1.337
H 4.754 -2.824 3.618
H 3.153 -2.854 5.500
Br -1.337 5.322 1.435
C -0.192 4.636 0.218
C 0.555 5.558 -0.581
C 1.443 5.096 -1.510
C 1.608 3.712 -1.672
C 0.881 2.781 -0.900
C -0.013 3.216 0.038
I -1.069 1.874 1.229
H 0.396 6.617 -0.424
H 2.018 5.781 -2.118
H 2.315 3.342 -2.405
H 1.051 1.725 -1.062
S -1.758 -2.864 -0.174
C -2.473 -2.284 -1.626
N -3.161 -3.150 -2.408
C -3.750 -2.776 -3.564
C -3.642 -1.473 -3.963
C -2.923 -0.620 -3.122
N -2.354 -1.008 -1.987
H -3.233 -4.118 -2.109
H -4.277 -3.549 -4.108
H -4.092 -1.126 -4.880
H -2.802 0.425 -3.383
*
```

The calculation puts the HOMO energy (alpha / beta) at -16.900 / -17.370 eV. Its energy relative to the best compared isomer or geometry (same formula, charge and spin) is 0.00 kcal/mol. As for the total energy: -147825.8565 eV.


No. 2
The following is a quantum chemistry calculation of C9H21INOOsP2 as an isolated structure at a distorted geometry, from OMol25.

```
! wB97M-V def2-TZVPD RIJCOSX def2/J DEFGRID3
* xyz 3 5
C -0.503 0.014 -2.040
I 2.114 0.142 3.615
H 0.571 0.045 -2.290
H -1.021 0.904 -2.424
H -0.978 -0.885 -2.453
Os -0.636 -0.032 0.054
P 0.088 2.182 0.013
C -1.198 3.207 0.816
C 1.625 2.603 0.908
H 1.917 3.645 0.709
H 0.648 4.046 -1.452
H 2.417 1.927 0.564
H 1.176 2.475 -2.128
H -1.267 2.916 1.871
H 1.492 2.448 1.988
C 0.366 2.995 -1.603
H -0.940 4.270 0.737
H -0.546 2.946 -2.210
H -2.163 3.019 0.328
P 0.065 -2.230 -0.078
C -1.262 -3.273 0.623
C 0.426 -2.993 -1.693
H 2.350 -1.905 0.621
H 1.869 -3.638 0.687
H 1.344 -2.474 1.971
C 1.556 -2.608 0.903
H 1.264 -2.450 -2.151
H 0.699 -4.047 -1.543
H -1.070 -4.326 0.394
H -2.219 -2.959 0.194
H -0.453 -2.922 -2.344
H -1.274 -3.104 1.705
C -2.475 0.039 0.217
O -3.635 0.145 0.354
N 0.025 -0.055 3.137
C -0.371 -0.068 2.002
*
```

The calculation puts the HOMO energy (alpha / beta) at -19.185 / -20.874 eV. Its energy relative to the best compared isomer or geometry (same formula, charge and spin) is 0.00 kcal/mol. As for the total energy: -42322.0234 eV.


No. 3
The following is a quantum chemistry calculation of an isolated ion of composition C13H32N5O3Si and charge +1 at a distorted geometry, from OMol25.

```
! wB97M-V def2-TZVPD RIJCOSX def2/J DEFGRID3
* xyz 1 1
C -0.595 -2.054 -3.845
N 0.718 -1.807 -3.188
C 1.488 -0.701 -3.822
C 0.624 -1.682 -1.745
O 1.709 -1.707 -1.099
C -0.710 -1.576 -0.891
N -1.408 -0.226 -1.025
C -2.204 0.079 0.130
N -2.137 1.220 0.992
C -1.229 2.313 0.537
C 0.184 2.349 1.333
O 1.062 3.380 0.853
Si 2.572 2.706 0.271
C 2.107 1.754 -1.354
C 3.734 4.174 -0.099
C 3.404 1.504 1.503
N -3.137 -0.842 0.438
C -4.045 -0.757 1.627
C -3.256 -1.397 2.870
O -4.181 -2.217 3.633
C -2.522 -0.333 3.823
N -1.061 -0.579 3.969
H -0.359 -2.354 -4.930
H -1.183 -1.071 -3.920
H -1.187 -2.903 -3.381
H 2.214 -0.183 -3.125
H 0.737 0.020 -4.290
H 2.113 -1.114 -4.692
H -1.472 -2.337 -1.298
H -0.544 -1.862 0.199
H -0.639 0.433 -1.196
H -3.060 1.681 1.107
H -1.741 3.305 0.817
H -1.085 2.375 -0.600
H -0.101 2.636 2.412
H 0.637 1.305 1.376
H 1.310 2.360 -1.896
H 3.038 1.544 -1.967
H 1.582 0.798 -0.990
H 4.724 4.032 0.461
H 3.242 5.157 0.193
H 3.991 4.118 -1.219
H 2.705 0.594 1.623
H 4.398 1.090 1.136
H 3.481 1.951 2.561
H -3.274 -1.680 -0.151
H -4.468 0.277 1.816
H -4.948 -1.444 1.444
H -2.461 -2.115 2.442
H -3.602 -2.695 4.267
H -2.759 0.740 3.530
H -2.978 -0.477 4.871
H -0.791 -1.526 3.686
H -0.497 0.139 3.497
*
```

The calculation puts the HOMO energy at -12.194 eV. As for the total energy: -35463.0528 eV. The SMILES is CN(C)C(=O)CN/C(NCCO[Si](C)(C)C)=[NH+]/C[C@H](O)CN.


No. 4
The following is a quantum chemistry calculation of a 4-piece molecular cluster, C2H13N3O3 overall at a distorted geometry, from OMol25.

```
! wB97M-V def2-TZVPD RIJCOSX def2/J DEFGRID3
* xyz 0 1
C 0.493 0.758 1.986
N -0.956 0.375 1.849
C -1.542 0.424 0.525
N -2.888 -0.137 0.640
N -0.854 0.896 -0.417
H 1.232 -0.058 1.770
H 0.791 1.588 1.397
H 0.575 1.105 3.066
H -1.159 -0.595 2.303
H -3.433 0.216 1.517
H -3.548 0.127 -0.112
H -1.224 1.146 -1.337
H 2.022 -0.183 -1.860
H 1.276 0.102 -0.567
O 2.087 -0.356 -0.892
H 2.290 0.790 -3.978
H 1.096 0.086 -4.410
O 1.441 0.604 -3.656
H 1.593 -2.298 0.444
H -0.106 -2.108 0.635
O 0.814 -2.483 1.095
*
```

The calculation puts the HOMO energy at -9.317 eV. Its energy relative to the best compared isomer or geometry (same formula, charge and spin) is 29.75 kcal/mol. As for the total energy: -12896.9146 eV. The SMILES is [H]/N=C(\N)NC.O.O.O.


No. 5
The following is a quantum chemistry calculation of a 2-piece molecular cluster, C2H6OS2 overall at a distorted geometry, from OMol25.

```
! wB97M-V def2-TZVPD RIJCOSX def2/J DEFGRID3
* xyz 0 1
O -2.194 1.458 1.806
C -1.317 0.639 1.743
H -1.568 -0.423 1.949
H -0.227 0.795 1.627
C 0.671 0.611 -1.647
S 1.348 -0.356 -0.214
S 0.321 -2.176 -0.185
H -0.388 0.410 -1.771
H 1.249 0.310 -2.510
H 0.835 1.596 -1.225
H 1.270 -2.864 0.427
*
```

The calculation puts the HOMO energy at -8.466 eV. Its energy relative to the best compared isomer or geometry (same formula, charge and spin) is 19.96 kcal/mol. As for the total energy: -25887.8311 eV. The SMILES is C=O.CSS.


No. 6
The following is a quantum chemistry calculation of a 5-piece molecular cluster, C7H22O5 overall at a distorted geometry, from OMol25.

```
! wB97M-V def2-TZVPD RIJCOSX def2/J DEFGRID3
* xyz 1 2
C 0.450 1.787 -2.550
O -0.943 2.004 -2.575
C 0.731 0.702 -1.566
C 0.825 1.356 -0.118
C 1.881 0.889 0.830
C 1.475 -1.563 0.222
C 1.774 -0.633 1.190
C 2.643 -1.060 2.439
H 0.712 1.402 -3.558
H 0.847 2.712 -2.297
H -1.294 1.717 -1.785
H 0.043 -0.205 -1.639
H 1.775 0.176 -1.760
H 0.837 2.415 -0.329
H -0.149 1.182 0.478
H 2.794 1.046 0.330
H 1.959 1.583 1.636
H 1.287 -1.566 -0.863
H 1.598 -2.687 0.420
H 2.257 -1.892 2.943
H 3.507 -1.549 1.894
H 2.796 -0.151 3.040
H -1.199 -0.762 2.397
H -0.507 -0.894 3.788
O -1.170 -0.290 3.314
H -2.926 1.754 1.010
H -1.606 1.480 1.933
O -1.941 1.376 1.032
H -3.676 -1.779 0.478
H -2.476 -0.696 0.174
O -2.974 -1.588 -0.122
H -1.131 -3.274 -2.111
H -1.231 -1.709 -1.866
O -0.834 -2.399 -2.523
*
```

The calculation puts the HOMO energy (alpha / beta) at -13.180 / -13.174 eV. Its energy relative to the best compared isomer or geometry (same formula, charge and spin) is 73.12 kcal/mol. As for the total energy: -17841.0388 eV.


No. 7
The following is a quantum chemistry calculation of C17H26AlIO2P2 as an isolated structure at a distorted geometry, from OMol25.

```
! wB97M-V def2-TZVPD RIJCOSX def2/J DEFGRID3
* xyz 2 1
C 3.102 -3.167 -2.477
C 2.360 -1.885 -2.289
H 2.998 -4.042 -1.768
H 4.145 -2.885 -2.569
H 2.690 -3.474 -3.446
O 1.721 -1.648 -1.179
I 2.584 -0.634 -3.898
Al 0.380 -0.232 -0.486
P -1.456 -1.450 -1.577
C -2.855 -2.300 -0.716
C -2.250 -0.386 -2.846
H -2.965 -0.946 -3.474
H -1.774 -3.423 -2.971
H -1.454 0.047 -3.470
H -0.220 -2.589 -3.348
H -3.475 -1.575 -0.170
H -2.789 0.427 -2.337
C -0.899 -2.906 -2.546
H -3.494 -2.837 -1.442
H -0.373 -3.624 -1.897
H -2.483 -3.051 -0.004
P 2.441 0.417 0.632
C 2.311 0.267 2.444
C 3.956 -0.430 0.114
H 2.548 2.344 -0.739
H 3.445 2.588 0.825
H 1.647 2.688 0.756
C 2.539 2.199 0.345
H 4.087 -0.244 -0.963
H 4.817 -0.060 0.682
H 3.044 1.016 2.784
H 2.550 -0.738 2.832
H 3.903 -1.521 0.254
H 1.320 0.561 2.828
C -0.947 -1.519 1.666
O -0.670 -2.536 2.238
C -0.633 -0.274 1.213
C -1.080 0.931 1.468
C -1.762 1.968 1.961
C -1.114 3.110 2.592
C -1.830 4.289 2.771
C -3.148 4.365 2.356
C -3.862 3.233 1.959
C -3.189 2.018 1.773
H -0.082 3.096 2.999
H -1.402 5.159 3.289
H -3.678 5.286 2.436
H -4.931 3.262 1.855
H -3.774 1.105 1.539
*
```

The calculation puts the HOMO energy (alpha / beta) at -13.392 / -12.222 eV. Its energy relative to the best compared isomer or geometry (same formula, charge and spin) is 0.00 kcal/mol. As for the total energy: -55402.9278 eV.


No. 8
The following is a quantum chemistry calculation of a 10-piece molecular cluster, C16H34Cl21O12P3 overall at a distorted geometry, from OMol25.

```
! wB97M-V def2-TZVPD RIJCOSX def2/J DEFGRID3
* xyz 0 1
C -6.021 1.596 3.512
O -5.296 0.465 3.985
P -5.687 -1.021 3.614
O -5.974 -1.287 2.184
O -4.508 -1.927 4.175
C -3.218 -1.736 3.596
O -6.913 -1.303 4.610
C -7.203 -2.649 4.936
H -6.493 2.167 4.308
H -6.754 1.279 2.768
H -5.331 2.245 2.973
H -2.973 -2.574 2.944
H -2.486 -1.649 4.399
H -3.151 -0.801 3.040
H -7.171 -2.844 6.010
H -6.628 -3.435 4.448
H -8.247 -2.871 4.697
C 7.018 -0.709 -3.888
O 7.603 -0.243 -2.655
P 6.956 1.075 -2.029
O 7.352 1.400 -0.653
O 5.349 0.813 -2.161
C 4.753 -0.298 -1.530
O 7.227 2.123 -3.190
C 6.733 3.451 -3.130
H 6.204 -0.128 -4.313
H 6.846 -1.778 -3.797
H 7.799 -0.609 -4.648
H 5.194 -0.588 -0.573
H 4.818 -1.189 -2.163
H 3.698 -0.061 -1.408
H 5.642 3.451 -3.080
H 6.971 4.042 -4.012
H 7.149 3.936 -2.246
C 1.166 1.352 0.363
O 0.074 0.462 0.210
P -0.333 -0.557 1.404
O -0.480 0.008 2.753
O 0.741 -1.730 1.268
C 0.648 -2.857 2.130
O -1.667 -1.194 0.814
C -2.631 -0.422 0.107
H 1.395 1.582 1.402
H 0.956 2.309 -0.131
H 2.000 1.031 -0.266
H 0.771 -3.796 1.596
H -0.298 -2.910 2.675
H 1.412 -2.805 2.900
H -2.544 -0.584 -0.965
H -2.571 0.660 0.235
H -3.636 -0.747 0.376
C 1.495 0.093 -4.798
Cl 0.550 1.472 -5.304
Cl 0.985 -1.411 -5.595
Cl 1.408 -0.232 -3.035
H 2.521 0.284 -5.089
C -1.515 2.948 3.987
Cl -2.441 2.773 5.431
Cl -0.550 4.429 3.882
Cl -2.548 2.792 2.532
H -0.799 2.133 4.027
C 3.232 3.933 -0.654
Cl 2.984 2.994 -2.122
Cl 2.719 5.623 -0.896
Cl 4.931 3.899 -0.176
H 2.586 3.578 0.140
C -1.972 -4.035 -3.058
Cl -2.753 -4.512 -1.543
Cl -0.735 -5.244 -3.572
Cl -1.235 -2.427 -3.004
H -2.752 -3.984 -3.806
C -5.897 -0.811 -3.330
Cl -6.896 -2.051 -2.543
Cl -4.783 -1.560 -4.494
Cl -5.025 0.111 -2.099
H -6.581 -0.156 -3.855
C 4.818 -2.376 2.362
Cl 5.498 -3.753 1.461
Cl 3.979 -2.985 3.802
Cl 3.810 -1.298 1.379
H 5.677 -1.801 2.683
C -1.707 2.694 -1.924
Cl -0.977 3.947 -2.964
Cl -1.727 1.143 -2.843
Cl -3.392 3.034 -1.586
H -1.167 2.610 -0.989
*
```

The calculation puts the HOMO energy at -10.334 eV. As for the total energy: -332556.9712 eV. The SMILES is COP(=O)(OC)OC.COP(=O)(OC)OC.COP(=O)(OC)OC.ClC(Cl)Cl.ClC(Cl)Cl.ClC(Cl)Cl.ClC(Cl)Cl.ClC(Cl)Cl.ClC(Cl)Cl.ClC(Cl)Cl.


No. 9
The following is a quantum chemistry calculation of a 3-piece molecular cluster, C7H15NPS overall at a distorted geometry, from OMol25.

```
! wB97M-V def2-TZVPD RIJCOSX def2/J DEFGRID3
* xyz 1 3
C 0.662 -2.018 -0.851
C 1.389 -0.832 -1.685
C 0.888 -1.951 0.556
C 0.871 0.438 -1.142
C 0.549 -0.538 1.095
C 1.263 0.632 0.341
C -0.824 1.696 1.565
N -1.741 2.436 2.160
P -1.359 -0.288 1.378
S 0.495 2.196 0.876
H -0.370 -1.820 -1.157
H 0.900 -2.969 -1.212
H 2.503 -1.005 -1.635
H 1.239 -1.110 -2.716
H 0.232 -2.754 1.165
H 1.922 -2.349 0.781
H 1.411 1.337 -1.634
H -0.127 0.287 -1.235
H 0.797 -0.324 2.171
H 2.278 0.782 0.383
H -2.900 1.834 -0.034
H -2.321 1.932 2.852
H -4.013 2.475 0.002
H -1.369 3.382 2.310
H -1.586 -0.090 -0.017
*
```

The calculation puts the HOMO energy (alpha / beta) at -10.758 / -13.923 eV. Its energy relative to the best compared isomer or geometry (same formula, charge and spin) is 100.58 kcal/mol. As for the total energy: -29100.8853 eV.


No. 10
The following is a quantum chemistry calculation of C24H19AsN3O8STi as an isolated structure, from OMol25.

```
! wB97M-V def2-TZVPD RIJCOSX def2/J DEFGRID3
* xyz 1 1
Ti 0.335 0.204 -1.029
C 1.943 2.106 -3.134
O 1.419 1.956 -1.796
C 1.265 3.105 -1.028
C 1.492 4.389 -1.480
C 1.305 5.442 -0.590
C 0.909 5.208 0.719
C 0.689 3.913 1.163
C 0.857 2.862 0.278
N 0.676 1.490 0.586
N 0.827 1.162 1.804
C 1.069 -0.125 2.115
C 1.693 -0.967 1.161
O 1.748 -0.636 -0.102
C 2.364 -2.139 1.590
C 2.316 -2.500 2.895
C 1.643 -1.717 3.887
C 1.602 -2.123 5.232
C 0.972 -1.348 6.174
C 0.363 -0.145 5.793
C 0.382 0.267 4.481
C 1.027 -0.511 3.509
H 2.895 2.630 -3.083
H 1.227 2.642 -3.754
H 2.091 1.104 -3.523
H 1.810 4.581 -2.494
H 1.478 6.454 -0.929
H 0.773 6.037 1.399
H 0.393 3.706 2.181
H 2.850 -2.746 0.840
H 2.793 -3.420 3.211
H 2.077 -3.054 5.513
H 0.944 -1.662 7.208
H -0.131 0.464 6.538
H -0.100 1.190 4.189
O -2.876 -2.378 0.684
As -1.421 -2.367 -0.270
O -0.263 -3.292 0.358
O -1.015 -0.652 -0.253
C -2.181 -2.577 -2.032
C -3.392 -3.253 -2.082
C -4.031 -3.472 -3.296
C -3.466 -3.015 -4.473
C -2.254 -2.339 -4.442
C -1.618 -2.118 -3.232
S -0.074 -1.265 -3.318
O 0.491 -1.446 -4.606
O 0.707 -1.689 -2.134
O -0.332 0.192 -2.967
H -2.693 -2.783 1.543
H -3.841 -3.607 -1.165
H -4.970 -4.007 -3.314
H -3.957 -3.191 -5.420
H -1.789 -1.997 -5.356
N -2.383 2.507 -1.253
C -1.428 1.866 -1.200
H -3.213 3.064 -1.300
*
```

The calculation puts the HOMO energy at -10.776 eV. Its energy relative to the best compared isomer or geometry (same formula, charge and spin) is 0.34 kcal/mol. As for the total energy: -140831.9083 eV.


No. 11
The following is a quantum chemistry calculation of C12H36AlO6S6 as an isolated structure at a distorted geometry, from OMol25.

```
! wB97M-V def2-TZVPD RIJCOSX def2/J DEFGRID3
* xyz 2 2
Al -0.276 0.693 -0.382
C -0.672 -4.466 0.044
S -1.545 -3.298 1.149
O -1.018 -1.974 0.675
C -3.279 -3.254 0.460
H -0.948 -4.247 -0.987
H -1.122 -5.396 0.394
H 0.413 -4.410 0.128
H -3.217 -2.864 -0.556
H -4.025 -2.788 1.103
H -3.641 -4.272 0.318
C -3.619 4.108 -1.445
S -2.544 4.351 0.083
O -1.860 3.062 0.364
C -1.246 5.255 -0.756
H -3.068 3.679 -2.282
H -4.121 5.034 -1.723
H -4.440 3.433 -1.203
H -0.486 5.492 -0.011
H -1.494 6.231 -1.175
H -0.763 4.516 -1.395
C 4.713 -0.032 1.689
S 3.046 -0.878 2.006
O 2.052 -0.118 1.140
C 3.418 -2.503 1.258
H 4.483 1.029 1.790
H 4.939 -0.173 0.631
H 5.528 -0.341 2.343
H 2.608 -3.229 1.200
H 4.187 -2.912 1.913
H 3.985 -2.345 0.340
C -0.382 -1.871 4.501
S -0.439 -0.127 3.839
O -0.969 -0.108 2.405
C -1.845 0.504 4.878
H -1.367 -2.256 4.763
H 0.397 -2.060 5.239
H 0.035 -2.470 3.690
H -2.747 -0.085 4.714
H -1.985 1.484 4.422
H -1.677 0.615 5.949
C 2.667 4.582 -2.807
S 3.021 2.884 -2.012
O 1.680 2.331 -1.591
C 3.844 3.313 -0.412
H 3.569 5.159 -3.010
H 1.970 5.090 -2.141
H 2.124 4.349 -3.724
H 4.925 3.429 -0.492
H 3.835 2.641 0.446
H 3.353 4.206 -0.026
C -0.275 -3.152 -4.099
S -1.557 -1.895 -3.470
O -1.311 -1.297 -2.067
C -2.993 -3.029 -3.360
H -0.011 -3.860 -3.314
H 0.551 -2.469 -4.297
H -0.521 -3.639 -5.043
H -2.818 -4.013 -2.926
H -3.318 -3.142 -4.395
H -3.745 -2.499 -2.775
*
```

The calculation puts the HOMO energy (alpha / beta) at -13.815 / -13.424 eV. As for the total energy: -96899.5126 eV.


> Which formula does entry 11 have?

C12H36AlO6S6